Entry 1:
# C2H7NO3PS

A 2-piece molecular cluster, C2H7NO3PS overall at a distorted geometry (wB97M-V/def2-TZVPD, the Open Molecules 2025 dataset).

Last column: natural (NBO) charge in e.
CARTESIAN COORDINATES (ANGSTROEM)
C1 -2.3945 -1.1441 -0.1862  -0.70
C2 1.2337 1.0377 -0.8379  -0.52
N1 0.2337 1.6411 -0.2064  -0.80
O1 0.9454 -1.2455 0.6710  -1.06
O2 2.5682 0.5271 1.3296  -1.02
O3 3.0892 -1.1270 -0.5905  -1.13
P1 2.0026 -0.3366 0.0196  2.28
S1 -1.7490 0.0227 0.8154  -0.28
H1 -3.2648 -0.9078 -0.9061  0.16
H2 -1.8404 -1.9596 -0.2931  0.16
H3 1.3332 0.9602 -1.9478  0.19
H4 0.4873 1.6214 0.8578  0.38
H5 3.4271 0.9870 0.9153  0.48
H6 -0.8144 1.4493 -0.2834  0.40
H7 0.0112 -0.6677 0.7549  0.46

Results
LUMO level (alpha / beta)   3.609 / 3.590 eV
Energy above the lowest of the compared OMol25 structures with the same formula, charge and spin   4.503 eV
Total charge   -1

***

Entry 2:
# C2H7NO5

A 3-piece molecular cluster, C2H7NO5 overall at a distorted geometry (wB97M-V/def2-TZVPD, the Open Molecules 2025 dataset).

Last column: natural (NBO) charge in e.
CARTESIAN COORDINATES (ANGSTROEM)
O1 -0.1826 -1.3257 -1.2074  -0.55
C1 0.0288 -0.0226 -1.6668  0.01
N1 0.9921 0.6493 -0.7725  -0.40
C2 0.5440 1.9132 -0.0308  0.85
O2 -0.1124 2.6592 -0.8115  -0.55
O3 0.8215 2.0290 1.2218  -0.50
H1 0.2478 -0.1531 -2.7290  0.29
H2 1.3923 -0.0414 -0.2070  0.42
H3 -0.9695 0.5943 -1.6779  0.32
H4 -0.8355 -1.4549 -0.2473  0.49
H5 -2.2067 -1.9329 1.0550  0.48
O4 -1.2552 -1.6885 1.0363  -0.92
H6 0.6496 0.3935 2.1000  0.48
H7 0.0863 -1.0754 1.7246  0.50
O5 0.7996 -0.5440 2.2122  -0.93

Results
LUMO level   -6.265 eV
Energy above the lowest of the compared OMol25 structures with the same formula, charge and spin   8.318 eV
Total charge   0

***

Entry 3:
# C2H7NO5

A 3-piece molecular cluster, C2H7NO5 overall at a distorted geometry (wB97M-V/def2-TZVPD, the Open Molecules 2025 dataset).

Last column: natural (NBO) charge in e.
CARTESIAN COORDINATES (ANGSTROEM)
O1 -0.3630 -1.3649 1.1936  -0.60
C1 -1.4650 -0.8890 1.2564  0.55
N1 -2.1563 -0.4882 0.0934  -0.68
C2 -1.6327 -0.3891 -1.2153  0.90
O2 -2.2592 0.2682 -1.9996  -0.58
O3 -0.4882 -1.0025 -1.4539  -0.67
H1 -1.9611 -0.5615 2.1660  0.14
H2 -3.0526 -0.0685 0.2440  0.42
H3 -0.1211 -1.4952 -0.7155  0.52
O4 1.6957 2.5195 0.1896  -0.95
H4 1.1062 1.7482 0.2640  0.46
H5 2.2473 2.2291 -0.5677  0.48
O5 2.8572 0.0744 -0.0603  -0.98
H6 2.9365 0.2625 0.8974  0.49
H7 2.6562 -0.8429 -0.2922  0.48

Results
LUMO level   0.314 eV
Energy above the lowest of the compared OMol25 structures with the same formula, charge and spin   0.377 eV
Structure (SMILES)   O=CNC(=O)O.O.O
Total charge   0